<one>
Density functional theory data (ωB97M-V/def2-TZVPD) for a 13-piece molecular cluster, C34H101N15O13 overall.

Output
**Charge**: 0
**LUMO energy**: 0.447 eV
**HOMO**: -9.10 eV
**HOMO-LUMO gap**: 9.55 eV
**2S+1**: 1

Bonds (Å) are listed after each position.
Geometry (Å):
1 O -5.461 -10.656 25.458  C55 1.463, C57 1.408
2 O -12.164 -12.198 20.181  C37 1.393, C52 1.485
3 O -9.704 -16.929 21.500  C58 1.220
4 O -7.684 -17.603 25.813  C32 1.226
5 O -9.566 -11.404 26.599  C44 1.370, H113 0.997
6 O -7.663 -10.051 21.297  C60 1.241
7 O -5.089 -10.821 19.059  C48 1.390, C53 1.463
8 O -7.320 -15.150 16.505  C35 1.397, C62 1.419
9 O -6.404 -14.582 23.598  C45 1.465, C49 1.434
10 O -11.056 -9.739 23.505  C43 1.411, C61 1.489
11 O -1.239 -12.460 23.100  C41 1.229
12 O -1.660 -13.786 20.636  C36 1.417, H74 1.002
13 O -14.073 -15.966 20.637  C54 1.429, C56 1.416
14 N -12.584 -11.961 24.849  C30 1.498, H130 1.037, H162 0.998
15 N -8.219 -17.051 27.946  C32 1.394, H66 1.005, H72 1.021
16 N -8.284 -14.754 19.990  C34 1.481, H111 1.012, H121 1.011
17 N -7.623 -17.119 22.485  C58 1.405, H100 1.004, H129 1.013
18 N -9.899 -9.894 20.535  C60 1.422, H78 0.957, H125 1.030
19 N -2.657 -8.817 20.833  C47 1.465, H95 0.973, H160 0.998
20 N -6.622 -7.785 23.511  C29 1.492, H83 1.010, H163 0.973
21 N -8.002 -10.098 19.148  C60 1.322, H87 0.992, H158 1.004
22 N -0.857 -10.170 23.414  C41 1.393, H63 1.056, H70 1.030
23 N -8.916 -11.906 23.774  C38 1.484, H91 1.031, H107 1.006
24 N -12.046 -17.798 18.178  C39 1.441, H86 1.002, H151 1.016
25 N -13.729 -11.237 17.790  C40 1.491, H147 0.989, H148 1.009
26 N -2.869 -11.160 23.962  C41 1.372, H88 1.049, H149 0.995
27 N -7.533 -15.422 26.453  C32 1.344, H131 0.976, H134 1.046
28 N -9.502 -18.139 23.406  C58 1.365, H120 1.008, H142 0.970
29 C -5.600 -8.563 24.269  N20 1.492, C42 1.572, C55 1.532, H103 1.059
30 C -13.215 -10.750 24.231  N14 1.498, C50 1.510, C61 1.509, H117 1.089
31 C -2.297 -10.323 18.910  C47 1.527, H94 1.094, H97 1.113, H119 1.122
32 C -7.761 -16.728 26.669  O4 1.226, N15 1.394, N27 1.344
33 C -15.459 -10.540 19.334  C40 1.528, H80 1.127, H93 1.059, H156 1.062
34 C -8.554 -14.784 18.534  N16 1.481, C35 1.534, C46 1.546, H132 1.078
35 C -7.326 -15.425 17.875  O8 1.397, C34 1.534, H99 1.102, H145 1.103
36 C -1.938 -15.175 20.606  O12 1.417, H96 1.109, H126 1.127, H161 1.068
37 C -11.719 -13.479 20.501  O2 1.393, H75 1.085, H114 1.080, H137 1.160
38 C -8.309 -13.222 24.093  N23 1.484, C45 1.502, C51 1.548, H85 1.067
39 C -13.073 -16.923 18.683  N24 1.441, C56 1.590, C59 1.544, H84 1.085
40 C -13.982 -10.915 19.223  N25 1.491, C33 1.528, C52 1.544, H81 1.073
41 C -1.617 -11.338 23.428  O11 1.229, N22 1.393, N26 1.372
42 C -4.698 -7.579 25.098  C29 1.572, H67 1.114, H140 1.074, H144 1.106
43 C -10.308 -8.548 23.394  O10 1.411, H71 1.076, H109 1.095, H127 1.086
44 C -9.492 -10.113 27.052  O5 1.370, H108 1.088, H110 1.072, H122 1.058
45 C -7.157 -13.408 23.147  O9 1.465, C38 1.502, H115 1.099, H154 1.163
46 C -8.852 -13.379 17.962  C34 1.546, H123 1.103, H139 1.086, H153 1.098
47 C -3.290 -9.449 19.672  N19 1.465, C31 1.527, C48 1.488, H150 1.141
48 C -4.375 -10.346 20.153  O7 1.390, C47 1.488, H73 1.124, H159 1.100
49 C -4.981 -14.424 23.666  O9 1.434, H64 1.114, H65 1.107, H143 1.092
50 C -14.537 -10.415 24.878  C30 1.510, H79 1.048, H124 1.134, H155 1.069
51 C -9.372 -14.345 24.021  C38 1.548, H90 1.059, H104 1.095, H118 1.122
52 C -13.633 -12.001 20.263  O2 1.485, C40 1.544, H102 1.094, H152 1.133
53 C -5.470 -12.231 19.135  O7 1.463, H128 1.114, H138 1.059, H141 1.135
54 C -14.401 -16.112 22.020  O13 1.429, H76 1.074, H98 1.081, H116 1.094
55 C -6.378 -9.565 25.130  O1 1.463, C29 1.532, H135 1.071, H146 1.090
56 C -13.044 -16.867 20.272  O13 1.416, C39 1.590, H82 1.109, H92 1.062
57 C -6.062 -11.410 26.484  O1 1.408, H69 1.117, H77 1.111, H106 1.085
58 C -9.008 -17.343 22.413  O3 1.220, N17 1.405, N28 1.365
59 C -14.435 -17.455 18.188  C39 1.544, H101 1.070, H112 1.079, H136 1.071
60 C -8.490 -10.006 20.373  O6 1.241, N18 1.422, N21 1.322
61 C -12.285 -9.565 24.327  O10 1.489, C30 1.509, H68 1.046, H89 1.112
62 C -6.199 -15.804 15.931  O8 1.419, H105 1.120, H133 1.104, H157 1.138
63 H -1.372 -9.345 23.004  N22 1.056
64 H -4.739 -13.692 24.470  C49 1.114
65 H -4.560 -14.019 22.726  C49 1.107
66 H -8.301 -16.271 28.574  N15 1.005
67 H -5.290 -6.931 25.784  C42 1.114
68 H -12.875 -8.770 23.990  C61 1.046
69 H -5.630 -12.432 26.350  C57 1.117
70 H -0.072 -10.227 22.750  N22 1.030
71 H -10.902 -7.711 23.069  C43 1.076
72 H -8.904 -17.805 28.011  N15 1.021
73 H -3.917 -11.112 20.836  C48 1.124
74 H -1.696 -13.429 21.571  O12 1.002
75 H -11.770 -13.582 21.580  C37 1.085
76 H -14.947 -15.285 22.433  C54 1.074
77 H -5.758 -11.069 27.496  C57 1.111
78 H -10.272 -10.179 21.369  N18 0.957
79 H -15.062 -11.323 24.883  C50 1.048
80 H -16.078 -11.412 18.980  C33 1.127
81 H -13.420 -10.017 19.394  C40 1.073
82 H -12.051 -16.538 20.640  C56 1.109
83 H -7.088 -8.434 22.895  N20 1.010
84 H -12.793 -15.974 18.238  C39 1.085
85 H -7.864 -13.284 25.061  C38 1.067
86 H -11.168 -17.577 18.608  N24 1.002
87 H -8.594 -10.034 18.355  N21 0.992
88 H -3.664 -11.797 23.712  N26 1.049
89 H -11.897 -9.401 25.357  C61 1.112
90 H -9.860 -14.306 23.083  C51 1.059
91 H -9.881 -11.968 23.418  N23 1.031
92 H -13.256 -17.851 20.610  C56 1.062
93 H -15.374 -9.687 18.711  C33 1.059
94 H -1.327 -9.819 18.949  C31 1.094
95 H -1.737 -8.568 20.643  N19 0.973
96 H -2.891 -15.466 21.092  C36 1.109
97 H -2.201 -11.307 19.422  C31 1.113
98 H -15.056 -16.953 22.200  C54 1.081
99 H -6.390 -15.061 18.328  C35 1.102
100 H -7.285 -16.341 21.947  N17 1.004
101 H -14.671 -18.393 18.646  C59 1.070
102 H -14.124 -12.957 20.054  C52 1.094
103 H -5.043 -9.044 23.507  C29 1.059
104 H -10.149 -14.184 24.777  C51 1.095
105 H -5.241 -15.436 16.377  C62 1.120
106 H -7.146 -11.417 26.421  C57 1.085
107 H -8.317 -11.309 23.229  N23 1.006
108 H -10.112 -9.417 26.492  C44 1.088
109 H -9.459 -8.694 22.718  C43 1.095
110 H -8.497 -9.733 26.933  C44 1.072
111 H -8.794 -13.947 20.323  N16 1.012
112 H -15.283 -16.814 18.372  C59 1.079
113 H -9.447 -11.380 25.610  O5 0.997
114 H -10.726 -13.667 20.120  C37 1.080
115 H -6.498 -12.545 23.311  C45 1.099
116 H -13.432 -16.258 22.506  C54 1.094
117 H -13.410 -10.963 23.182  C30 1.089
118 H -8.977 -15.374 24.232  C51 1.122
119 H -2.592 -10.481 17.839  C31 1.122
120 H -10.506 -18.168 23.314  N28 1.008
121 H -8.850 -15.438 20.474  N16 1.011
122 H -9.682 -10.048 28.091  C44 1.058
123 H -9.447 -12.840 18.719  C46 1.103
124 H -14.294 -10.108 25.942  C50 1.134
125 H -10.491 -10.322 19.809  N18 1.030
126 H -1.128 -15.813 21.060  C36 1.127
127 H -9.989 -8.312 24.405  C43 1.086
128 H -5.705 -12.510 18.082  C53 1.114
129 H -7.225 -17.173 23.416  N17 1.013
130 H -12.107 -11.833 25.761  N14 1.037
131 H -7.672 -14.726 27.123  N27 0.976
132 H -9.408 -15.426 18.394  C34 1.078
133 H -6.164 -16.887 16.138  C62 1.104
134 H -7.005 -15.089 25.615  N27 1.046
135 H -7.254 -9.929 24.633  C55 1.071
136 H -14.449 -17.667 17.138  C59 1.071
137 H -12.416 -14.272 20.019  C37 1.160
138 H -4.630 -12.743 19.527  C53 1.059
139 H -9.462 -13.439 17.065  C46 1.086
140 H -4.037 -8.137 25.735  C42 1.074
141 H -6.330 -12.241 19.875  C53 1.135
142 H -9.065 -18.211 24.270  N28 0.970
143 H -4.494 -15.347 23.991  C49 1.092
144 H -4.065 -7.010 24.391  C42 1.106
145 H -7.425 -16.499 18.104  C35 1.103
146 H -6.720 -9.031 26.016  C55 1.090
147 H -12.762 -11.373 17.629  N25 0.989
148 H -14.207 -12.095 17.562  N25 1.009
149 H -3.167 -10.213 24.026  N26 0.995
150 H -3.813 -8.733 18.953  C47 1.141
151 H -12.281 -18.744 18.466  N24 1.016
152 H -13.952 -11.693 21.306  C52 1.133
153 H -8.007 -12.728 17.702  C46 1.098
154 H -7.317 -13.668 22.025  C45 1.163
155 H -15.109 -9.649 24.400  C50 1.069
156 H -15.683 -10.168 20.303  C33 1.062
157 H -6.106 -15.655 14.806  C62 1.138
158 H -7.021 -10.151 18.942  N21 1.004
159 H -5.113 -9.899 20.836  C48 1.100
160 H -3.239 -8.036 21.053  N19 0.998
161 H -2.074 -15.408 19.573  C36 1.068
162 H -12.037 -12.464 24.184  N14 0.998
163 H -6.277 -6.971 23.103  N20 0.973

Atom charges from the Mulliken analysis, given in e for atoms 1 to 2:
1 O -0.185
2 O -0.018

---

<two>
Density functional theory data (ωB97M-V/def2-TZVPD) for a 13-piece molecular cluster, C34H101N15O13 overall.

Output
**Charge**: 0
**LUMO energy**: 0.247 eV
**HOMO**: -8.62 eV
**HOMO-LUMO gap**: 8.87 eV
**2S+1**: 1

Bonds (Å) are listed after each position.
Geometry (Å):
1 O 10.644 3.842 29.505  C47 1.264
2 O 6.113 2.970 29.677  C58 1.245
3 O 8.360 4.099 21.103  C49 1.400, C57 1.419
4 O 2.737 7.310 25.122  C36 1.375, C40 1.401
5 O 6.608 11.377 23.762  C33 1.444, C60 1.378
6 O 8.083 7.906 22.589  C53 1.204
7 O 1.362 4.444 28.505  C37 1.430, C62 1.402
8 O 7.891 11.570 27.356  C41 1.438, H123 0.990
9 O 11.609 7.533 23.550  C38 1.397, C43 1.471
10 O 5.823 1.102 24.664  C29 1.469, C35 1.380
11 O 8.468 5.618 26.230  C30 1.467, C54 1.498
12 O 11.554 3.856 23.493  C52 1.221
13 O 11.391 1.426 24.273  C46 1.442, H156 0.964
14 N 3.427 1.445 29.212  C51 1.438, H97 1.045, H143 1.012
15 N 10.575 5.922 28.452  C47 1.364, H75 1.023, H125 1.008
16 N 13.216 2.777 22.385  C52 1.390, H82 1.007, H132 1.002
17 N 2.260 8.365 22.457  C56 1.421, H153 0.987, H162 1.019
18 N 6.566 6.266 22.645  C53 1.395, H121 0.995, H124 1.021
19 N 7.572 9.254 25.702  C34 1.515, H76 1.038, H78 1.021
20 N 5.906 8.500 22.856  C53 1.357, H127 1.052, H133 0.984
21 N 10.997 5.404 18.837  C39 1.470, H63 1.005, H148 1.038
22 N 8.211 2.401 30.270  C58 1.360, H117 1.043, H130 1.021
23 N 13.443 5.024 23.120  C52 1.371, H87 1.036, H163 0.988
24 N 4.665 10.185 25.288  C45 1.482, H94 1.051, H106 1.031
25 N 7.881 3.790 28.462  C58 1.355, H64 1.030, H114 0.999
26 N 5.337 3.895 26.835  C50 1.445, H107 1.031, H144 1.019
27 N 12.501 5.160 29.342  C47 1.344, H142 1.032, H159 0.995
28 N 10.187 9.136 20.540  C31 1.459, H108 1.041, H119 0.985
29 C 6.428 -0.235 24.699  O10 1.469, H91 1.050, H98 1.165, H110 1.110
30 C 8.050 6.843 25.540  O11 1.467, C34 1.487, H93 1.068, H102 1.070
31 C 11.109 8.203 21.177  N28 1.459, C43 1.520, C48 1.550, H126 1.057
32 C 8.740 4.958 18.141  C39 1.513, H113 1.080, H135 1.131, H140 1.111
33 C 8.001 11.753 23.811  O5 1.444, H81 1.122, H146 1.116, H160 1.154
34 C 7.759 7.963 26.474  N19 1.515, C30 1.487, C61 1.526, H73 1.146
35 C 6.055 1.838 25.808  O10 1.380, C50 1.518, H105 1.074, H137 1.058
36 C 1.530 7.904 24.833  O4 1.375, C56 1.576, H71 1.099, H145 1.069
37 C 2.351 3.571 29.055  O7 1.430, C51 1.511, H85 1.075, H136 1.092
38 C 11.795 8.074 24.825  O9 1.397, H69 1.089, H72 1.144, H115 1.081
39 C 9.620 5.263 19.334  N21 1.470, C32 1.513, C57 1.577, H77 1.068
40 C 2.874 6.555 26.295  O4 1.401, H96 1.111, H103 1.128, H161 1.103
41 C 8.413 11.726 28.687  O8 1.438, H68 1.126, H89 1.056, H131 1.088
42 C 0.401 9.758 23.368  C56 1.598, H84 1.084, H134 1.108, H157 1.126
43 C 11.144 8.595 22.645  O9 1.471, C31 1.520, H112 1.065, H141 1.133
44 C 5.554 3.844 24.450  C50 1.501, H65 1.098, H90 1.075, H104 1.089
45 C 4.390 11.438 24.546  N24 1.482, C55 1.514, C60 1.509, H111 1.112
46 C 12.232 0.986 25.359  O13 1.442, H95 1.120, H149 1.115, H154 1.117
47 C 11.195 4.918 29.136  O1 1.264, N15 1.364, N27 1.344
48 C 12.484 8.204 20.460  C31 1.550, H70 1.087, H116 1.086, H122 1.082
49 C 7.979 2.819 21.523  O3 1.400, H88 1.097, H109 1.060, H152 1.081
50 C 5.165 3.059 25.669  N26 1.445, C35 1.518, C44 1.501, H92 1.114
51 C 2.510 2.212 28.413  N14 1.438, C37 1.511, C59 1.538, H147 1.104
52 C 12.678 3.890 23.019  O12 1.221, N16 1.390, N23 1.371
53 C 6.917 7.616 22.659  O6 1.204, N18 1.395, N20 1.357
54 C 9.338 4.771 25.352  O11 1.498, H100 1.105, H128 1.072, H158 1.089
55 C 3.341 12.323 25.182  C45 1.514, H83 1.042, H86 1.087, H99 1.174
56 C 1.736 8.927 23.653  N17 1.421, C36 1.576, C42 1.598, H118 1.049
57 C 9.514 4.008 20.283  O3 1.419, C39 1.577, H129 1.105, H155 1.073
58 C 7.334 3.035 29.445  O2 1.245, N22 1.360, N25 1.355
59 C 1.170 1.457 28.386  C51 1.538, H66 1.105, H67 1.100, H139 1.080
60 C 5.724 12.141 24.492  O5 1.378, C45 1.509, H79 1.148, H138 1.087
61 C 6.530 7.756 27.354  C34 1.526, H80 1.132, H120 1.076, H151 1.136
62 C 1.164 5.700 29.096  O7 1.402, H74 1.112, H101 1.095, H150 1.131
63 H 11.680 5.370 19.574  N21 1.005
64 H 8.899 3.723 28.316  N25 1.030
65 H 4.969 4.773 24.471  C44 1.098
66 H 0.712 1.314 29.381  C59 1.105
67 H 1.393 0.450 28.004  C59 1.100
68 H 8.958 12.705 28.572  C41 1.126
69 H 12.303 7.318 25.421  C38 1.089
70 H 12.838 9.220 20.306  C48 1.087
71 H 0.813 7.127 24.533  C36 1.099
72 H 12.430 9.022 24.896  C38 1.144
73 H 8.563 8.235 27.243  C34 1.146
74 H 0.378 6.295 28.582  C62 1.112
75 H 11.105 6.518 27.810  N15 1.023
76 H 8.303 9.273 24.966  N19 1.038
77 H 9.358 6.176 19.823  C39 1.068
78 H 6.654 9.182 25.262  N19 1.021
79 H 6.205 12.253 25.528  C60 1.148
80 H 6.306 8.762 27.821  C61 1.132
81 H 8.573 10.990 23.221  C33 1.122
82 H 12.720 1.918 22.559  N16 1.007
83 H 2.383 11.914 25.159  C55 1.042
84 H 0.627 10.536 22.648  C42 1.084
85 H 3.299 4.077 29.006  C37 1.075
86 H 3.249 13.301 24.716  C55 1.087
87 H 14.438 5.024 22.836  N23 1.036
88 H 6.944 2.956 21.859  C49 1.097
89 H 7.727 11.796 29.486  C41 1.056
90 H 5.315 3.318 23.543  C44 1.075
91 H 5.700 -0.953 24.940  C29 1.050
92 H 4.144 2.613 25.654  C50 1.114
93 H 7.109 6.671 25.067  C30 1.068
94 H 5.067 10.487 26.210  N24 1.051
95 H 13.290 1.262 25.119  C46 1.120
96 H 3.911 6.156 26.287  C40 1.111
97 H 4.378 1.871 29.286  N14 1.045
98 H 7.269 -0.284 25.504  C29 1.165
99 H 3.710 12.462 26.288  C55 1.174
100 H 10.139 5.338 24.844  C54 1.105
101 H 0.889 5.748 30.155  C62 1.095
102 H 8.797 7.159 24.842  C30 1.070
103 H 2.651 7.211 27.185  C40 1.128
104 H 6.592 4.110 24.645  C44 1.089
105 H 5.638 1.272 26.620  C35 1.074
106 H 3.784 9.754 25.607  N24 1.031
107 H 5.390 3.348 27.707  N26 1.031
108 H 10.288 9.158 19.504  N28 1.041
109 H 7.877 2.181 20.683  C49 1.060
110 H 6.878 -0.447 23.707  C29 1.110
111 H 4.199 11.076 23.512  C45 1.112
112 H 10.193 8.851 23.052  C43 1.065
113 H 7.692 4.697 18.187  C32 1.080
114 H 7.395 4.137 27.662  N25 0.999
115 H 10.829 8.423 25.162  C38 1.081
116 H 13.133 7.567 21.055  C48 1.086
117 H 7.882 1.768 31.030  N22 1.043
118 H 2.392 9.695 23.934  C56 1.049
119 H 9.268 9.041 20.882  N28 0.985
120 H 5.680 7.363 26.825  C61 1.076
121 H 5.648 6.143 22.284  N18 0.995
122 H 12.316 7.819 19.464  C48 1.082
123 H 7.765 10.600 27.204  O8 0.990
124 H 7.307 5.690 22.243  N18 1.021
125 H 9.652 5.708 28.107  N15 1.008
126 H 10.842 7.184 21.093  C31 1.057
127 H 5.129 8.012 23.371  N20 1.052
128 H 9.679 3.996 26.010  C54 1.072
129 H 10.449 3.929 20.866  C57 1.105
130 H 9.217 2.417 30.099  N22 1.021
131 H 9.232 11.060 28.953  C41 1.088
132 H 14.197 2.792 22.186  N16 1.002
133 H 6.077 9.401 23.213  N20 0.984
134 H -0.358 9.098 22.904  C42 1.108
135 H 9.128 3.975 17.736  C32 1.131
136 H 2.159 3.402 30.116  C37 1.092
137 H 7.087 2.068 25.854  C35 1.058
138 H 5.635 13.109 24.003  C60 1.087
139 H 0.448 1.955 27.757  C59 1.080
140 H 8.743 5.729 17.342  C32 1.111
141 H 11.891 9.422 22.852  C43 1.133
142 H 12.868 6.100 29.127  N27 1.032
143 H 3.053 1.326 30.145  N14 1.012
144 H 4.533 4.508 26.962  N26 1.019
145 H 1.182 8.401 25.713  C36 1.069
146 H 8.287 11.636 24.883  C33 1.116
147 H 2.883 2.404 27.392  C51 1.104
148 H 11.270 4.683 18.141  N21 1.038
149 H 12.104 -0.116 25.471  C46 1.115
150 H 2.165 6.224 29.119  C62 1.131
151 H 6.647 6.975 28.171  C61 1.136
152 H 8.627 2.540 22.342  C49 1.081
153 H 1.692 7.660 22.066  N17 0.987
154 H 11.863 1.485 26.287  C46 1.117
155 H 9.467 3.175 19.608  C57 1.073
156 H 11.263 2.381 24.261  O13 0.964
157 H 0.025 10.121 24.366  C42 1.126
158 H 8.667 4.314 24.626  C54 1.089
159 H 12.963 4.427 29.831  N27 0.995
160 H 8.174 12.818 23.401  C33 1.154
161 H 2.159 5.718 26.355  C40 1.103
162 H 3.257 8.159 22.402  N17 1.019
163 H 12.893 5.828 23.288  N23 0.988

Atom charges from the Mulliken analysis, given in e for atoms 1 to 2:
1 O -0.703
2 O -0.801

---

Going by the computed energies, the most stable comes first: <one>, <two>.